No. 1
42
Properties=species:S:1:pos:R:3:forces:R:3:nbo_charge:R:1 method="wB97M-V/def2-TZVPD" total_energy_ev=-29119.9482 homo_ev=-10.134 largest_force_ha_per_bohr=0.0564 multiplicity=1 e_above_lowest_kcal_mol=39.3
O -25.753 15.812 4.955 -0.3 1.9 -1.6 -1.013
H -25.509 15.141 5.532 0.5 -1.9 1.8 0.478
H -26.145 16.548 5.494 -0.2 -0.1 0.0 0.534
O -25.585 18.642 3.923 -0.1 -0.3 -0.2 -1.015
H -25.110 17.974 3.402 0.1 0.2 0.3 0.498
H -26.236 19.048 3.331 0.1 -0.1 0.1 0.491
O -23.084 16.716 5.472 0.5 0.5 0.4 -0.953
H -22.478 15.980 5.470 0.2 -0.3 0.0 0.458
H -23.885 16.418 5.048 -0.5 -0.1 -0.2 0.480
O -27.212 17.574 6.314 0.8 0.5 -0.1 -0.970
H -28.114 17.332 6.450 -1.0 -0.4 0.2 0.480
H -27.293 18.405 5.810 0.2 0.0 -0.1 0.519
O -27.283 15.053 2.848 -2.3 -1.0 -0.2 -1.000
H -28.135 14.669 3.268 2.6 1.1 -0.7 0.480
H -26.669 15.422 3.499 -0.4 -0.3 0.8 0.499
O -24.794 18.883 1.009 -0.1 0.2 0.8 -0.943
H -25.460 18.197 1.160 0.4 0.1 -0.3 0.486
H -24.836 19.167 0.107 -0.1 -0.1 -0.9 0.473
O -24.972 20.377 5.834 0.7 -0.2 1.5 -0.964
H -25.237 21.204 5.486 -0.4 1.3 -0.5 0.451
H -25.279 19.733 5.204 -0.1 -0.8 -0.6 0.490
O -25.688 21.586 1.725 0.7 -0.3 -0.2 -0.965
H -25.212 20.729 1.704 -0.3 0.1 -0.1 0.521
H -26.194 21.647 0.913 0.2 0.0 -0.3 0.470
O -27.498 19.369 2.195 -0.3 -0.1 -0.6 -0.935
H -27.544 20.161 1.677 0.0 1.4 0.3 0.481
H -27.583 18.758 1.466 -0.3 -1.2 0.1 0.482
O -28.113 20.000 5.184 -0.1 0.0 -0.3 -0.989
H -27.978 20.687 4.506 0.0 0.0 0.0 0.507
H -28.011 20.490 6.000 0.1 0.1 0.4 0.481
O -27.386 22.166 3.561 -1.1 -1.1 1.7 -0.989
H -26.661 21.979 2.990 1.3 -0.2 -1.0 0.494
H -27.707 23.017 3.355 -0.5 1.5 -0.3 0.477
O -28.990 17.471 3.530 -2.5 1.1 -0.3 -0.962
H -28.503 18.283 3.487 0.4 0.5 0.2 0.485
H -28.401 16.779 3.660 1.9 -1.8 0.2 0.466
O -22.429 18.951 2.849 1.3 0.8 -1.1 -0.948
H -22.785 19.841 2.808 -0.1 -0.1 0.2 0.465
H -22.974 18.468 3.438 -0.9 -0.6 1.1 0.482
O -24.106 16.656 2.739 -0.1 -2.1 -0.1 -0.952
H -23.249 16.280 2.533 1.1 1.1 -0.6 0.491
H -24.434 15.784 3.030 -1.1 0.7 0.3 0.481

=====

No. 2
42
Properties=species:S:1:pos:R:3:forces:R:3:mulliken_spin:R:1 method="wB97M-V/def2-TZVPD" total_energy_ev=-29109.6231 s2=0.757 charge=+1 homo_ev="-13.991 / -13.696" largest_force_ha_per_bohr=0.0361 multiplicity=2 e_above_lowest_kcal_mol=26.1
O -1.344 -3.023 -2.622 0.0 -0.3 0.1 0.000
H -1.396 -2.097 -2.387 0.0 0.2 0.3 0.000
H -0.615 -3.072 -3.241 0.2 -0.2 -0.2 0.000
O 2.019 -2.702 2.484 0.1 0.3 0.0 0.010
H 2.716 -2.865 1.848 0.3 -0.2 -0.1 0.000
H 1.218 -2.679 1.960 -0.3 -0.1 0.1 0.000
O -0.960 -3.493 1.821 0.6 0.1 -0.2 0.000
H -0.579 -3.559 0.945 0.1 -0.3 -0.4 0.000
H -1.533 -4.257 1.890 -0.2 -0.3 0.2 0.000
O -1.984 0.871 0.604 0.4 0.8 -0.4 -0.002
H -2.828 0.802 0.157 -0.3 -0.1 -0.2 0.000
H -2.061 0.283 1.356 -0.3 -0.7 0.7 0.000
O -2.594 -1.525 2.266 -0.4 1.4 0.0 0.000
H -3.178 -2.146 1.830 -0.1 -0.1 -0.1 0.000
H -1.721 -1.902 2.160 0.2 -0.6 0.2 0.000
O 0.534 -0.417 0.164 0.8 -0.3 -0.2 0.004
H -0.255 -0.934 0.004 -0.5 -0.1 0.0 -0.001
H 0.209 0.458 0.377 -0.3 0.2 0.2 0.000
O 0.656 2.946 0.126 -0.5 -0.1 -1.3 0.312
H 1.544 2.621 -0.023 1.3 -0.4 -0.1 -0.008
H 0.533 2.884 1.073 -0.1 0.3 1.4 -0.012
O 1.929 -0.897 -2.302 0.3 0.6 -0.2 0.006
H 1.175 -0.801 -1.720 -0.4 -0.2 0.7 -0.001
H 1.605 -0.623 -3.160 0.0 -0.3 -0.5 -0.001
O 2.174 0.365 2.777 -0.2 0.6 -0.2 0.068
H 2.042 -0.264 2.068 -0.2 -0.7 0.0 -0.003
H 3.112 0.557 2.756 0.4 0.1 0.3 -0.002
O 3.023 1.523 -0.438 -0.4 0.4 -0.2 0.030
H 3.790 1.637 -0.999 0.4 0.2 -0.2 -0.002
H 3.191 0.709 0.037 -0.2 -0.4 0.2 -0.003
O -1.706 -0.304 -2.268 0.3 -0.4 0.1 0.018
H -1.922 -0.444 -3.190 -0.3 0.0 -0.4 -0.001
H -1.666 0.648 -2.174 -0.2 0.7 0.0 0.000
O -0.624 2.828 2.472 0.4 0.0 -0.3 0.005
H -1.316 2.934 3.125 0.0 0.1 0.3 0.000
H -1.076 2.496 1.696 -0.8 -0.4 -0.1 -0.002
O -1.664 2.485 -1.749 0.3 -0.2 -0.5 0.034
H -2.323 3.158 -1.580 -0.3 0.3 -0.2 0.000
H -1.403 2.181 -0.879 0.2 0.0 0.6 0.001
O 0.971 1.822 -2.788 -0.6 0.3 -0.8 0.583
H 1.422 1.190 -2.229 1.0 -1.3 0.9 -0.021
H 0.886 2.605 -2.245 -0.4 1.1 0.5 -0.012

=====

No. 3
43
Properties=species:S:1:pos:R:3:forces:R:3:nbo_charge:R:1 method="wB97M-V/def2-TZVPD" total_energy_ev=-29129.7303 charge=+1 homo_ev=-13.955 largest_force_ha_per_bohr=0.0324 multiplicity=1 e_above_lowest_kcal_mol=66.6
O -0.445 1.220 -0.519 0.3 0.5 0.0 -0.994
H 0.531 1.256 1.229 0.4 0.5 0.1 0.538
O -1.161 -2.987 0.965 -0.3 0.3 -0.1 -0.992
H 4.627 1.055 2.972 -0.5 -0.6 0.2 0.492
H -2.536 -0.816 -1.034 -0.1 -0.1 -0.2 0.542
O 0.460 -2.153 -2.950 -0.6 -0.5 0.8 -0.942
H -4.463 0.331 -2.732 -0.3 -0.2 0.0 0.475
H -0.051 -1.964 -2.149 0.0 0.6 -0.2 0.468
O 4.670 0.801 2.049 0.7 0.8 -0.8 -0.957
H 2.385 3.045 0.722 0.3 0.3 0.4 0.474
H 3.957 0.261 1.706 -0.2 -0.3 0.7 0.487
O 2.235 1.932 -1.740 -0.2 0.1 0.1 -0.974
H 2.353 2.229 -0.831 0.1 -0.3 -0.2 0.456
H 2.628 1.043 -1.759 0.0 -0.1 0.0 0.497
O -2.266 0.986 1.357 1.4 -0.8 0.1 -0.828
H -1.948 -1.651 0.220 -0.1 -0.1 -0.5 0.525
H -3.715 0.785 -1.527 -0.1 0.1 0.0 0.476
O -1.986 0.099 -3.267 0.4 0.2 0.0 -0.957
H -2.792 0.002 -3.777 0.1 -0.2 -0.2 0.472
H -0.238 -2.792 0.726 -0.1 -0.5 0.1 0.498
O 0.189 1.155 2.131 -1.3 -0.9 0.4 -0.976
H 0.380 1.942 2.649 0.4 0.1 -0.3 0.519
H -1.921 0.300 0.569 -1.5 -0.2 -0.2 0.540
O 2.353 2.325 1.358 -0.1 0.1 -0.2 -0.991
H -0.114 0.367 -0.820 0.0 0.1 -0.3 0.498
H -0.101 1.876 -1.138 0.2 -0.1 0.0 0.514
O 1.202 -1.563 0.542 -0.1 -0.3 0.0 -0.935
H 2.040 -0.851 -2.831 0.1 -0.6 0.1 0.492
H 0.410 -3.116 -2.882 0.5 -0.1 -0.7 0.481
O -4.238 0.037 -1.844 0.1 0.2 0.3 -0.937
H -2.629 0.471 2.095 -0.6 0.0 -0.2 0.510
H -1.257 -0.068 4.186 0.1 -0.1 0.1 0.465
O -2.044 0.158 4.693 0.0 0.2 -0.4 -0.922
H 3.266 2.117 1.623 0.1 0.1 -0.3 0.508
H -2.772 -0.330 4.293 0.0 -0.2 0.3 0.463
O 2.956 -0.799 -2.509 -0.4 0.5 0.0 -0.955
H -1.226 -3.568 1.727 0.3 -0.1 -0.1 0.504
H 3.403 -0.350 -3.228 0.4 0.0 -0.2 0.474
O -1.867 -0.837 -0.329 0.1 -0.2 0.6 -0.976
H 1.786 -2.159 1.024 0.4 0.1 -0.2 0.489
H -1.299 1.079 1.716 0.3 1.1 0.3 0.526
H 0.569 -1.290 1.208 0.0 0.5 0.4 0.469
H -1.326 0.421 -3.891 0.0 -0.1 0.0 0.485

=====

No. 4
7
Properties=species:S:1:pos:R:3:forces:R:3:nbo_charge:R:1 method="wB97M-V/def2-TZVPD" total_energy_ev=-24552.5336 homo_ev=-10.369 largest_force_ha_per_bohr=0.0620 multiplicity=1 e_above_lowest_kcal_mol=1.2 smiles="NS(=O)(=O)I"
N 0.211 0.629 -0.951 0.9 1.1 2.3 -1.026
S -0.527 -0.434 0.207 2.1 1.5 -1.0 2.121
O -0.639 -1.717 -0.336 0.2 -1.6 -1.0 -0.897
O -1.653 0.219 0.719 -1.3 1.2 0.7 -0.901
I 1.120 -0.595 1.994 0.0 0.0 0.0 -0.110
H 1.189 0.286 -1.210 -1.8 0.5 0.6 0.406
H 0.298 1.611 -0.424 -0.1 -2.8 -1.6 0.407

=====

No. 5
7
Properties=species:S:1:pos:R:3:forces:R:3:nbo_charge:R:1 method="wB97M-V/def2-TZVPD" total_energy_ev=-24547.0338 homo_ev="-10.198 / -9.853" largest_force_ha_per_bohr=0.0892 multiplicity=1 e_above_lowest_kcal_mol=128.0
N 0.249 -0.023 -0.316 -0.8 -0.5 -3.8 -1.008
O 1.071 -2.296 -1.055 0.4 -0.7 -0.2 -0.848
O 2.286 0.932 -1.758 -1.4 -2.2 -0.3 -0.602
S 0.874 -0.981 -1.585 1.3 3.4 2.8 1.522
I -0.721 -1.089 -3.353 -0.4 0.1 -0.3 0.087
H 0.577 0.883 -0.632 0.3 0.5 0.7 0.438
H 0.454 -0.316 0.598 0.6 -0.7 1.2 0.412

=====

No. 6
7
Properties=species:S:1:pos:R:3:forces:R:3:nbo_charge:R:1 method="wB97M-V/def2-TZVPD" total_energy_ev=-32354.2170 homo_ev=-9.560 largest_force_ha_per_bohr=0.0737 multiplicity=1 e_above_lowest_kcal_mol=3.6 smiles="OP(O)(=S)I"
O -0.553 -1.166 0.765 0.0 1.0 -1.0 -1.009
P -0.134 0.174 -0.162 -2.1 -3.0 0.9 1.567
O 1.100 0.646 0.622 2.1 1.5 1.3 -1.003
S 0.417 -0.118 -1.932 -0.4 -0.2 -1.7 -0.552
I -2.036 1.645 0.377 0.8 -0.5 -0.2 -0.067
H -0.591 -2.067 0.365 0.2 1.3 -0.1 0.527
H 1.796 0.885 -0.035 -0.6 -0.2 0.7 0.536

=====

No. 7
4
Properties=species:S:1:pos:R:3:forces:R:3:nbo_charge:R:1 method="wB97M-V/def2-TZVPD" total_energy_ev=-18399.4729 charge=+1 homo_ev=-16.381 largest_force_ha_per_bohr=0.0190 multiplicity=1 e_above_lowest_kcal_mol=9.8
K 27.525 16.547 25.391 -0.2 0.1 0.1 0.998
O 27.980 17.894 28.111 -0.3 -0.2 -0.9 -0.948
H 27.815 17.443 28.939 -0.1 -0.1 0.4 0.495
H 28.788 17.502 27.781 0.6 0.1 0.4 0.456

=====

No. 8
6
Properties=species:S:1:pos:R:3:forces:R:3:mulliken_spin:R:1 method="wB97M-V/def2-TZVPD" total_energy_ev=-7102.4036 s2=2.006 homo_ev="-7.705 / -10.652" largest_force_ha_per_bohr=0.0280 multiplicity=3 e_above_lowest_kcal_mol=0.0
N 1.606 -0.829 -0.047 1.0 -0.2 0.0 0.686
N -1.030 0.084 0.047 -0.2 0.6 -1.0 0.431
O 2.524 -0.140 -0.110 0.0 -0.4 0.0 0.347
O 0.090 0.699 0.018 -1.1 0.2 0.9 0.545
H -1.581 0.247 -0.773 -0.4 -0.2 -0.7 -0.006
H -1.608 -0.061 0.865 0.7 0.1 0.8 -0.003

=====

No. 9
7
Properties=species:S:1:pos:R:3:forces:R:3:nbo_charge:R:1 method="wB97M-V/def2-TZVPD" total_energy_ev=-17937.6561 homo_ev="-9.332 / -9.526" largest_force_ha_per_bohr=0.0918 multiplicity=1 e_above_lowest_kcal_mol=67.3
N 0.531 -0.124 1.005 0.5 -1.5 1.1 -0.465
N 0.658 0.864 0.264 -1.2 -2.0 -4.1 -0.113
O -0.865 -2.017 0.033 0.6 -0.3 0.1 -0.864
O -0.620 0.968 -1.186 1.6 -0.6 1.4 -0.713
S 0.148 -1.649 1.018 -0.9 1.7 -0.5 1.316
H 0.529 1.751 0.649 -0.7 1.8 0.8 0.384
H -0.381 0.206 -1.782 0.1 0.9 1.1 0.454

=====

No. 10
8
Properties=species:S:1:pos:R:3:forces:R:3:nbo_charge:R:1 method="wB97M-V/def2-TZVPD" total_energy_ev=-28775.3415 homo_ev="-9.772 / -9.773" largest_force_ha_per_bohr=0.0687 multiplicity=1 e_above_lowest_kcal_mol=9.8
N -2.547 1.101 0.504 1.3 -0.7 -0.8 -0.968
N 0.292 0.412 -0.151 0.0 -0.6 -1.3 -1.059
O -0.028 2.736 0.249 -0.1 2.1 1.4 -0.852
O -2.283 -1.104 -0.790 0.6 -0.7 -0.7 -0.927
S -0.659 1.729 -0.507 -1.0 -3.4 -0.2 1.598
S -3.002 -0.318 0.183 0.0 2.1 0.8 1.386
H 0.349 -0.410 -0.755 -0.7 0.6 -0.3 0.417
H 0.410 0.082 0.781 -0.1 0.5 1.0 0.406

=====

No. 11
7
Properties=species:S:1:pos:R:3:forces:R:3:nbo_charge:R:1 method="wB97M-V/def2-TZVPD" total_energy_ev=-9146.3318 homo_ev="-10.198 / -10.196" largest_force_ha_per_bohr=0.1064 multiplicity=1 e_above_lowest_kcal_mol=90.1
N -0.426 -0.303 0.376 -0.2 -5.4 -0.8 -0.125
N -0.280 0.472 -0.736 1.7 -1.0 0.5 0.586
O 0.025 -0.169 -1.717 -0.3 -0.1 -1.6 -0.406
O -0.442 1.637 -0.621 -0.3 2.1 -0.2 -0.349
O 0.038 0.106 1.559 3.1 0.1 0.4 -0.491
H -0.011 -1.742 -0.480 -0.8 3.9 2.2 0.324
H 1.095 -0.001 1.620 -3.1 0.5 -0.5 0.461

=====

No. 12
8
Properties=species:S:1:pos:R:3:forces:R:3:nbo_charge:R:1 method="wB97M-V/def2-TZVPD" total_energy_ev=-19986.4331 homo_ev="-9.952 / -9.952" largest_force_ha_per_bohr=0.1009 multiplicity=1 e_above_lowest_kcal_mol=33.6 smiles="NS(=O)(=O)N=O"
N -0.229 0.187 0.372 -3.1 -4.0 1.2 -0.991
S -1.693 -0.541 -0.236 0.7 0.0 2.4 2.191
O -2.298 -1.457 0.676 0.7 -0.5 -0.1 -0.896
O -1.418 -0.851 -1.603 -0.3 0.5 0.4 -0.882
N -2.918 0.852 -0.059 -1.7 1.9 1.4 -0.009
O -3.333 1.062 1.057 1.9 -1.3 -2.9 -0.190
H -0.354 0.700 1.215 -0.2 0.6 0.6 0.399
H -0.039 0.651 -0.422 1.9 2.8 -3.0 0.377